Here is C22H22AgN3S2Sb as an isolated structure from the OMol25 dataset. Energies are from ωB97M-V/def2-TZVPD.

Results
LUMO energy: -2.315 eV
energy relative to the best compared isomer or geometry (same formula, charge and spin): 4.8 kcal per mole
orbital gap: 9.3 eV
net charge: +1
2S+1: 1
HOMO energy: -11.586 eV

The geometry in XYZ format:
```
51
Properties=species:S:1:pos:R:3:forces:R:3
Ag 0.08032 -0.83651 0.27188 -0.410 -0.192 -0.324
S -1.78060 -1.29524 1.74055 0.179 0.095 0.011
Sb -2.05648 0.91663 2.28264 0.049 -0.163 0.062
C -3.37052 1.07037 3.88584 -0.170 -0.013 0.113
C -4.61879 0.45464 3.79262 0.032 0.040 0.127
C -5.48384 0.50786 4.87571 0.018 0.008 -0.023
C -5.09902 1.15982 6.04060 -0.008 -0.001 0.010
C -3.85331 1.76374 6.13225 0.009 0.000 -0.039
C -2.98095 1.72277 5.05223 -0.088 0.028 -0.038
C -0.22081 1.74588 2.81301 0.211 0.073 0.098
C 0.58048 1.06188 3.72948 0.060 0.081 -0.101
C 1.82229 1.57954 4.06761 -0.026 -0.003 -0.006
C 2.26335 2.76343 3.48859 0.010 -0.003 0.001
C 1.46756 3.43943 2.57512 -0.031 -0.015 0.004
C 0.21820 2.93505 2.23512 0.024 -0.010 0.117
C -2.78070 2.07305 0.70357 -0.065 0.088 -0.237
C -2.01700 2.20626 -0.45796 -0.119 0.058 0.053
C -2.49827 2.96124 -1.51648 -0.002 0.011 0.008
C -3.74566 3.56915 -1.42321 0.002 -0.002 -0.004
C -4.50518 3.43551 -0.27143 0.024 -0.014 0.027
C -4.02308 2.69113 0.79999 0.050 0.022 -0.069
H -4.91631 -0.07589 2.89522 0.025 0.002 -0.009
H -6.45506 0.03459 4.81395 0.016 0.005 -0.002
H -5.77506 1.19272 6.88511 0.008 0.001 -0.012
H -3.55870 2.26653 7.04397 0.000 -0.006 -0.013
H -2.01065 2.19975 5.12566 0.011 -0.017 -0.009
H 0.25077 0.12653 4.16744 -0.026 0.000 -0.014
H 2.44843 1.05790 4.77976 -0.015 0.005 -0.009
H 3.23511 3.16072 3.75191 -0.014 -0.007 -0.002
H 1.81643 4.36181 2.12944 -0.011 -0.010 0.003
H -0.40577 3.47451 1.53286 -0.005 -0.008 -0.011
H -1.03725 1.74511 -0.53302 0.031 -0.029 0.012
H -1.89885 3.09149 -2.40947 -0.007 -0.020 0.020
H -4.12132 4.15652 -2.25089 0.006 -0.007 0.009
H -5.47265 3.91493 -0.20130 0.011 -0.007 0.006
H -4.61723 2.60346 1.70189 0.005 -0.016 0.005
C 2.52609 -5.15241 -2.51492 0.001 -0.041 0.014
C 3.07923 -3.78285 -2.91065 -0.039 0.085 -0.006
C 2.03609 -2.71682 -2.77865 0.162 -0.035 0.064
N 1.76558 -2.10299 -1.68515 -0.234 0.216 -0.229
N 0.71139 -1.20484 -1.82344 0.535 -0.311 0.522
C 0.20966 -1.18561 -3.02447 -0.324 0.268 -0.003
N -0.83428 -0.40588 -3.38251 0.141 0.020 0.002
S 1.01603 -2.24400 -4.11062 0.033 -0.112 -0.162
H 3.29437 -5.91719 -2.61809 0.004 0.012 -0.007
H 1.68151 -5.43550 -3.14500 0.017 0.009 -0.001
H 2.18951 -5.14291 -1.47866 0.001 0.007 -0.009
H 3.45513 -3.80195 -3.93424 -0.017 0.003 -0.017
H 3.91320 -3.49802 -2.26991 -0.007 -0.039 0.045
H -1.36138 0.06293 -2.66585 -0.016 -0.010 0.020
H -1.22122 -0.44980 -4.30611 -0.039 -0.046 0.001
```
Positions in Å, forces in eV/Å.

Löwdin population analysis, charges in e, atoms 1 to 5: Ag 0.52; S -0.01; Sb 1.24; C -0.37; C -0.13

---

Here is C54H120As6F36N6 as an isolated structure from the OMol25 dataset. Energies are from ωB97M-V/def2-TZVPD.

Results
LUMO energy: -1.322 eV
orbital gap: 9.6 eV
2S+1: 1
HOMO energy: -10.964 eV

The geometry in XYZ format:
```
222
Properties=species:S:1:pos:R:3:forces:R:3
C 6.42217 4.27890 4.33261 -0.210 -0.501 -1.029
C 5.98937 3.44803 3.06632 0.680 -0.717 -0.234
C 5.12210 2.23316 3.43191 -1.030 -0.075 0.964
N 4.58149 1.36953 2.30365 0.244 1.180 -3.363
C 3.43682 0.45329 2.72332 0.041 -0.944 1.177
C 3.90857 -0.76978 3.59178 0.143 1.598 -0.795
C 5.07825 -1.48682 2.92911 0.649 0.098 -0.625
C 6.25928 -0.54105 2.48664 -0.655 0.389 1.120
C 5.73206 0.58702 1.55927 -0.390 -1.302 1.362
C 3.95097 2.31623 1.23180 -0.267 -0.669 -0.233
H 6.98772 3.65582 5.02545 -0.266 -0.137 0.080
H 5.55956 4.73049 4.82257 -0.025 -0.219 0.055
H 7.10143 5.09222 4.07721 -0.123 -0.040 -0.335
H 6.83593 3.09218 2.47911 0.647 -0.033 0.440
H 5.48227 4.01034 2.28226 -0.426 0.522 0.618
H 4.26201 2.65499 3.95190 -0.516 -0.142 -0.226
H 5.48322 1.50397 4.15716 0.794 0.347 -0.062
H 2.69291 1.12243 3.15568 0.185 0.001 0.650
H 2.84900 -0.00671 1.92899 0.768 0.438 -1.011
H 4.16554 -0.44747 4.60083 -0.066 -0.095 0.111
H 3.09639 -1.49628 3.61742 -0.032 0.327 0.142
H 5.35286 -2.24925 3.65808 0.637 -0.034 -0.249
H 4.69203 -2.01724 2.05872 0.035 -0.075 -0.179
H 6.68702 -0.17289 3.41917 -0.126 0.632 0.101
H 7.16662 -0.96959 2.06097 -0.514 -0.633 -0.520
H 6.51819 1.21706 1.14314 -0.232 0.534 0.655
H 5.34850 0.05108 0.69108 -0.812 0.350 0.002
H 4.65410 2.85515 0.59675 0.548 -0.213 0.594
H 3.26480 3.04561 1.66224 0.089 -0.228 0.501
H 3.38105 1.69233 0.54331 -0.089 -0.178 0.204
C -3.66818 -2.36461 -0.05863 0.990 0.532 0.526
C -4.60384 -1.66103 -1.03398 0.932 -1.243 -0.259
C -3.85685 -1.63486 -2.43674 -2.043 0.233 1.471
N -4.32015 -0.50492 -3.34778 0.392 1.091 0.333
C -4.11800 0.85711 -2.62381 1.868 -0.128 -1.223
C -4.14334 2.02472 -3.60397 -0.637 -0.020 -1.328
C -3.23543 1.87702 -4.88903 -0.398 -0.098 0.769
C -3.53351 0.58079 -5.61636 -0.109 -0.139 1.384
C -3.40349 -0.62172 -4.58954 -1.051 1.134 -1.759
C -5.79659 -0.62759 -3.74146 1.960 -0.430 -0.211
H -3.24361 -3.31009 -0.39611 -0.433 -0.218 -0.074
H -4.12091 -2.46636 0.92768 -0.205 -0.326 -0.169
H -2.80941 -1.71336 0.10417 0.191 0.054 0.030
H -4.86271 -0.73349 -0.52334 -0.115 0.215 -0.714
H -5.46714 -2.32625 -1.05085 -0.403 0.481 -0.515
H -4.09926 -2.56548 -2.94984 0.190 0.100 -0.093
H -2.77743 -1.59376 -2.29092 -0.089 0.386 -0.187
H -3.07715 0.80615 -2.30427 0.065 -0.258 0.547
H -4.76387 1.00777 -1.75879 -0.209 -0.459 -0.268
H -4.01871 2.97508 -3.08494 0.553 -0.125 0.179
H -5.17403 2.12586 -3.94388 -0.217 0.017 -0.327
H -2.17006 1.84164 -4.66133 0.069 0.407 0.410
H -3.40166 2.67850 -5.60881 0.042 0.360 0.432
H -2.83880 0.50532 -6.45289 0.206 -0.586 0.217
H -4.50609 0.68353 -6.09763 -0.298 -0.525 0.214
H -2.36638 -0.73314 -4.27320 -0.203 0.066 0.264
H -3.69358 -1.50041 -5.16562 0.013 -0.372 0.639
H -5.97622 0.15807 -4.47534 -0.230 -0.211 0.169
H -6.43163 -0.54071 -2.85983 0.150 -0.159 -0.100
H -5.76393 -1.60891 -4.21481 -0.938 0.023 0.010
C -1.29168 -4.86435 5.18416 -0.642 0.420 -0.110
C -0.46414 -3.58575 4.94706 0.686 -1.207 -0.729
C -1.12471 -2.33802 5.36512 -0.731 0.909 2.390
N -0.33632 -1.02470 5.21410 0.969 0.116 -1.080
C -0.43889 -0.59074 3.69804 -0.027 0.868 1.270
C -1.84210 -0.16842 3.36378 -1.201 -1.521 -1.704
C -2.46470 0.87494 4.21719 0.934 0.858 0.708
C -2.39186 0.43615 5.70369 0.605 0.689 -1.203
C -0.92253 0.06319 6.12652 -1.480 0.223 -0.393
C 1.18413 -1.11073 5.46878 -0.545 -0.269 1.139
H -2.27211 -4.84902 4.70811 0.250 0.030 -0.333
H -1.52843 -5.01529 6.23738 0.340 0.169 0.245
H -0.75217 -5.74762 4.84231 -0.099 0.145 -0.116
H -0.18073 -3.45705 3.90245 -0.077 -0.506 -0.323
H 0.46025 -3.80202 5.48262 0.230 0.581 0.194
H -1.39543 -2.41127 6.41842 0.665 0.084 0.549
H -2.15406 -2.20656 5.03155 0.438 0.161 -1.147
H 0.00692 -1.37749 3.08948 -0.419 -0.166 0.139
H 0.19772 0.28879 3.60187 0.171 0.059 0.219
H -2.52069 -1.01945 3.30565 0.092 -0.424 0.117
H -1.88216 0.17649 2.33056 0.460 0.026 -0.177
H -3.46287 1.16290 3.88725 -0.224 -0.574 0.145
H -1.87689 1.75873 3.96919 0.184 0.481 0.847
H -3.09693 -0.39137 5.78244 0.188 -0.175 0.424
H -2.77118 1.25427 6.31598 0.276 -0.144 0.309
H -0.96260 -0.24827 7.17031 0.326 -0.692 -0.160
H -0.26830 0.93500 6.12220 -0.038 -0.051 -0.533
H 1.70453 -1.91218 4.94441 -0.710 0.119 -0.342
H 1.40795 -1.28945 6.52048 -0.581 -0.220 0.223
H 1.67344 -0.15123 5.30128 -0.523 0.130 -0.532
C -3.41539 4.65528 3.89686 0.766 0.541 0.052
C -3.33525 4.56085 2.34838 -0.380 -0.602 0.373
C -1.87958 4.58517 1.81987 -1.206 -1.104 -0.604
N -1.78579 4.35576 0.29355 0.264 0.436 -0.146
C -0.27762 4.24072 -0.09461 -1.284 1.326 0.342
C 0.47250 5.54137 0.13829 0.079 0.891 -0.138
C -0.14832 6.76171 -0.58171 -1.108 -0.993 -0.842
C -1.69120 6.86587 -0.39005 0.350 -0.800 1.259
C -2.47666 5.47679 -0.45816 2.339 1.766 -0.570
C -2.40413 3.10605 -0.26479 0.501 -0.441 1.053
H -3.16320 5.66066 4.23405 -0.231 0.096 0.093
H -2.68042 4.02875 4.40221 0.412 -0.149 -0.431
H -4.33268 4.31382 4.37652 -0.421 0.323 -0.692
H -3.97791 5.25181 1.80278 0.100 0.580 0.534
H -3.85175 3.62378 2.14044 0.498 -0.468 -0.409
H -1.39138 3.72488 2.27776 0.493 0.287 -0.012
H -1.34115 5.51869 1.98336 -0.169 -0.261 0.317
H 0.14270 3.38606 0.43545 -0.237 0.087 0.017
H -0.27643 4.07688 -1.17223 -0.062 -0.273 -0.033
H 0.62489 5.90205 1.15553 -0.088 -0.853 0.405
H 1.45959 5.29043 -0.24999 0.277 0.426 -0.104
H 0.28225 7.71256 -0.26773 0.204 -0.196 0.018
H -0.05632 6.67356 -1.66423 0.566 -0.058 -0.117
H -1.86883 7.32821 0.58093 -0.235 0.006 0.160
H -2.01201 7.59717 -1.13192 -0.558 -0.435 -0.091
H -3.48946 5.58793 -0.07087 0.126 -0.279 -0.497
H -2.34493 5.15853 -1.49231 -0.854 0.063 -0.121
H -2.25044 3.11403 -1.34387 -0.004 -0.003 0.121
H -3.45733 2.98951 -0.00926 0.076 0.213 0.062
H -1.81893 2.30198 0.18143 -0.351 -0.266 -0.165
C -0.42111 -9.67326 -1.55985 0.230 0.935 0.495
C -0.43475 -8.20736 -0.94167 -0.290 -0.916 -0.036
C 0.68192 -7.32793 -1.49175 -0.584 -0.356 0.648
N 0.76595 -5.90938 -0.81892 1.302 -0.302 -2.149
C 2.01111 -5.26931 -1.53902 -0.296 -0.044 -0.058
C 2.40023 -3.89892 -1.00821 -0.618 -0.496 0.402
C 2.61806 -3.88730 0.50862 0.524 0.531 -0.726
C 1.48802 -4.57558 1.23092 -0.070 -0.157 0.613
C 1.11165 -5.92945 0.66672 -0.612 -0.930 0.110
C -0.52333 -5.14072 -1.17832 0.393 -0.116 1.786
H -0.94029 -9.74739 -2.51539 0.275 0.324 -0.122
H -0.90557 -10.42111 -0.93207 -0.129 0.402 0.348
H 0.60945 -10.01635 -1.65107 0.091 -0.021 -0.280
H -0.30946 -8.26557 0.13953 -0.151 -0.193 0.016
H -1.41518 -7.76261 -1.11216 0.048 0.032 0.020
H 0.55420 -7.23052 -2.56985 0.024 0.702 0.032
H 1.62450 -7.85228 -1.33460 0.237 0.366 0.234
H 2.84042 -5.97643 -1.52135 -0.067 -0.244 0.849
H 1.88014 -5.18608 -2.61792 -1.044 0.001 0.034
H 3.25936 -3.59644 -1.60695 0.079 0.244 0.204
H 1.57016 -3.22098 -1.20695 0.110 0.178 -0.257
H 3.56579 -4.33001 0.81507 0.138 -0.435 -0.270
H 2.72690 -2.84733 0.81634 -0.316 0.171 0.147
H 1.87038 -4.76849 2.23327 -0.286 -0.179 0.265
H 0.59288 -3.97104 1.37707 0.006 0.203 -0.325
H 1.86338 -6.69055 0.87586 0.732 0.204 -0.837
H 0.32296 -6.39061 1.26120 -0.847 0.521 -0.427
H -0.44683 -4.13702 -0.76017 0.365 0.223 -0.660
H -1.31213 -5.53813 -0.53960 -0.158 -0.552 -0.362
H -0.75192 -5.19636 -2.24263 0.241 0.042 0.095
C 1.29448 -1.17791 -5.93089 -0.048 1.566 -0.505
C 2.54496 -0.37463 -5.48903 0.014 0.648 0.817
C 2.19804 0.83344 -4.47134 0.693 -1.843 -0.896
N 3.38186 1.64397 -3.90454 1.639 0.569 -1.762
C 4.02739 2.47082 -5.07156 -1.491 0.428 1.310
C 4.99353 3.53425 -4.53085 -0.734 -0.518 0.050
C 4.48457 4.45604 -3.36333 0.919 -0.358 -0.228
C 3.83577 3.64098 -2.22145 -0.455 -0.619 -2.148
C 2.80421 2.68049 -2.91910 -0.083 -0.930 1.230
C 4.48028 0.74832 -3.28135 -1.566 0.815 -0.659
H 1.53299 -2.11733 -6.42960 0.085 -0.204 0.739
H 0.85036 -0.61053 -6.74876 -0.376 0.172 0.059
H 0.53893 -1.22747 -5.14679 0.158 -0.608 -0.015
H 2.96584 0.09419 -6.37850 0.265 -0.140 -0.023
H 3.26190 -1.09734 -5.09940 0.203 0.286 0.313
H 1.67111 0.43896 -3.60253 -0.168 0.196 -0.139
H 1.59174 1.49086 -5.09448 -0.105 0.388 0.664
H 3.16282 2.96187 -5.51818 -0.090 0.167 0.017
H 4.42848 1.84091 -5.86558 0.285 -0.308 0.528
H 5.19341 4.06279 -5.46294 0.525 0.527 0.367
H 5.88715 3.01148 -4.18990 0.304 0.245 -0.155
H 3.83067 5.26318 -3.69355 -0.411 -0.435 -0.199
H 5.36813 4.99253 -3.01750 0.134 -0.066 0.200
H 3.39390 4.30362 -1.47731 -0.533 -0.116 -0.257
H 4.50639 2.99533 -1.65443 0.468 0.123 -0.201
H 1.97413 3.13472 -3.46017 0.279 0.439 0.027
H 2.36834 2.04732 -2.14630 -0.250 -0.034 0.070
H 4.95390 0.13552 -4.04832 -0.456 -0.032 -0.070
H 3.88758 0.16155 -2.57956 0.707 -0.172 0.372
H 5.26899 1.39092 -2.89009 -0.399 -0.150 0.419
As 0.92386 3.79416 4.99327 -0.809 1.838 -0.355
F 0.49544 2.68239 3.64498 0.691 0.664 0.538
F -0.15299 5.05451 4.28223 0.949 -1.183 0.257
F 1.16963 4.92917 6.35909 0.502 -1.732 -1.337
F 2.04767 2.45178 5.56842 -1.187 1.647 -0.392
F 2.24116 4.54653 4.03528 -0.613 -1.167 0.861
F -0.48819 3.18279 5.81597 0.805 -0.351 0.097
As -6.54399 0.89305 1.70453 -3.373 -0.057 0.118
F -7.25119 0.09904 0.24367 0.734 0.526 1.319
F -5.64976 -0.57090 2.05516 -0.199 0.817 -0.173
F -5.85261 1.70704 3.09368 0.222 -0.314 -0.513
F -7.52424 2.32570 1.34629 0.886 -0.627 0.041
F -7.96891 0.38339 2.75863 2.091 0.153 -1.368
F -5.27471 1.54275 0.65280 0.072 -0.345 0.421
As -1.69751 -4.37127 -5.51514 -0.309 -1.591 0.748
F -3.33566 -4.73936 -6.25426 2.386 0.353 1.112
F -2.44146 -3.78624 -3.99363 0.089 0.137 -1.257
F -0.12699 -3.97752 -4.76750 -0.595 0.062 -0.452
F -0.78987 -5.06915 -6.88525 -1.217 0.713 1.151
F -1.77741 -2.76539 -6.23991 0.116 -0.827 0.382
F -1.60556 -5.94954 -4.59042 -0.176 1.232 -1.418
As -3.38929 -6.41218 2.03109 0.185 -2.020 -1.571
F -2.13817 -7.67184 1.58685 -1.008 1.155 0.060
F -2.98269 -6.85627 3.69681 -0.937 0.313 -0.749
F -4.53421 -5.18622 2.45813 0.425 -0.528 -0.019
F -3.54592 -6.03599 0.23498 0.257 -0.299 2.099
F -4.68805 -7.64964 1.87143 1.539 1.464 0.374
F -2.08988 -5.22793 2.14260 -0.038 0.006 -0.325
As -0.22454 5.09073 -4.95041 -0.560 1.078 0.688
F -0.86845 6.70388 -4.32962 1.095 -2.180 -0.877
F 0.62520 5.82838 -6.30785 -0.795 -0.588 1.015
F 0.35451 3.45735 -5.38917 -0.203 1.033 0.269
F -1.02896 4.33322 -3.49855 0.882 0.623 -1.162
F -1.69260 4.85234 -5.92866 1.445 0.190 1.034
F 1.33805 5.32218 -3.99760 -1.713 -0.368 -0.583
As 0.24937 -0.18942 -0.68060 -1.660 -0.005 -0.751
F -0.27666 -1.63976 -1.64863 0.713 1.943 1.021
F -1.38565 0.10464 -0.05337 1.230 -0.135 -0.543
F 0.84855 1.23750 0.35024 -0.353 -1.802 -1.470
F 1.94620 -0.44539 -1.28746 -1.606 0.567 0.726
F -0.24880 0.90131 -2.07955 1.384 -1.266 1.771
F 0.44804 -1.29209 0.68788 0.717 0.738 -0.648
```
Positions in Å, forces in eV/Å.

Löwdin population analysis, charges in e, atoms 1 to 5: C -0.06; C -0.20; C -0.13; N -0.19; C -0.09